A | Entry from the OMol25 dataset: a single C2H4N2 molecule (ωB97M-V with the def2-TZVPD basis set).

Last column: Löwdin charge in e.
Positions of all 8 atoms, in Å:
1 C 0.4672 -0.4370 -0.6632  -0.275
2 C -0.4862 0.4227 0.6868  -0.341
3 N 0.8812 0.6409 0.3158  0.079
4 N -0.9592 -0.6709 -0.2306  0.091
5 H 0.5831 -0.1328 -1.6842  0.101
6 H 0.9132 -1.4081 -0.4580  0.116
7 H -0.3854 0.2505 1.7007  0.088
8 H -1.0138 1.3348 0.3329  0.140

Molar mass (g mol⁻¹): 56.07
HOMO (alpha / beta) (eV): -10.17 / -10.02
LUMO level (alpha / beta) (eV): -0.265 / -0.301



B | Entry from the OMol25 dataset: a single C2H4N2 molecule (ωB97M-V with the def2-TZVPD basis set).

Last column: Löwdin charge in e.
Positions of all 8 atoms, in Å:
1 C 0.4569 1.2325 -0.0785  -0.256
2 C -0.0998 -0.1631 0.0872  -0.100
3 N -0.4015 2.8596 -1.4628  0.189
4 N 0.1380 2.0079 -0.9498  -0.173
5 H 1.5302 1.0527 0.1273  0.122
6 H 0.3172 -0.7847 -0.7064  0.071
7 H -1.1889 -0.1972 0.2273  0.068
8 H 0.1620 -0.4429 1.1384  0.079

Molar mass (g mol⁻¹): 56.07
HOMO (eV): -8.36
LUMO level (eV): 0.826



C | Entry from the OMol25 dataset: a single C2H4N2 molecule (ωB97M-V with the def2-TZVPD basis set).

Last column: Löwdin charge in e.
Positions of all 8 atoms, in Å:
1 C 1.9135 -0.1502 0.8672  0.031
2 C 0.9005 -0.5657 0.4708  -0.178
3 N -1.1733 -0.0171 -0.8266  -0.042
4 N -0.5539 -0.8826 0.1454  -0.114
5 H 2.7735 0.3741 1.3774  0.057
6 H -0.6905 -0.2320 -1.7323  0.090
7 H -1.1686 0.9538 -0.6617  0.049
8 H -0.5087 -1.7569 -0.4243  0.108

Molar mass (g mol⁻¹): 56.07
Structure (SMILES): C#CNN
HOMO (eV): -9.32
LUMO level (eV): 0.903



D | Entry from the OMol25 dataset: 2 unconnected molecules or ions with the total composition C2H4N2 (ωB97M-V with the def2-TZVPD basis set).

Last column: Löwdin charge in e.
Positions of all 8 atoms, in Å:
1 C 0.2424 -1.6534 -0.4825  -0.266
2 C -0.2905 1.1044 0.4656  -0.088
3 N -0.1782 2.3318 0.5332  0.047
4 N -0.4092 -0.7381 -0.9472  0.018
5 H 0.5141 -2.4925 -1.1815  0.066
6 H 0.5826 -1.9558 0.6294  0.101
7 H -0.3334 0.5417 1.3705  0.035
8 H -0.1277 2.8619 -0.3875  0.087

Molar mass (g mol⁻¹): 56.07
HOMO (alpha / beta) (eV): -8.97 / -8.11
LUMO level (alpha / beta) (eV): 0.203 / -0.120



Which structure is the most stable? The one labeled B.



A | Entry from the OMol25 dataset: 2 unconnected molecules or ions with the total composition C2H4N2 (ωB97M-V with the def2-TZVPD basis set).

Last column: Löwdin charge in e.
Positions of all 8 atoms, in Å:
1 C -2.4826 -0.4041 0.3740  -0.106
2 C 1.1837 0.4328 -0.6337  -0.192
3 N -1.6429 -0.1356 1.1411  -0.005
4 N 0.6558 -0.6224 -0.3503  0.012
5 H 1.2032 1.3476 0.1280  0.094
6 H 1.5707 0.7586 -1.5934  0.053
7 H -1.1045 -0.0836 2.0263  0.097
8 H 0.6166 -1.2933 -1.0920  0.047

Molar mass (g mol⁻¹): 56.07
HOMO (eV): -9.93
LUMO level (eV): 1.129



B | Entry from the OMol25 dataset: 2 unconnected molecules or ions with the total composition C2H4N2 (ωB97M-V with the def2-TZVPD basis set).

Last column: Löwdin charge in e.
Positions of all 8 atoms, in Å:
1 C -3.8608 0.0810 -0.2303  -0.118
2 C 0.6885 -0.7934 -0.1354  -0.315
3 N -4.9305 -0.0095 0.1602  0.037
4 N -0.2501 0.1249 0.2196  0.052
5 H -0.0157 -1.7181 -0.2163  0.108
6 H 1.1915 -0.7096 -1.1404  0.079
7 H 1.4661 -0.8052 0.7517  0.114
8 H -2.8651 0.3159 -0.6698  0.043

Molar mass (g mol⁻¹): 56.07
HOMO (alpha / beta) (eV): -9.98 / -9.85
LUMO level (alpha / beta) (eV): -0.822 / -0.881



C | Entry from the OMol25 dataset: a single C2H4N2 molecule (ωB97M-V with the def2-TZVPD basis set).

Last column: Löwdin charge in e.
Positions of all 8 atoms, in Å:
1 C -1.5065 -0.0806 0.0526  -0.057
2 C 1.5396 0.1250 0.0283  -0.035
3 H -2.4454 0.4351 -0.0729  0.051
4 H -1.5713 -0.9801 0.7245  0.086
5 H 1.5079 1.1893 0.3398  0.082
6 H 2.4237 -0.4499 0.1348  0.042
7 N -0.5147 0.2818 -0.6625  -0.097
8 N 0.5667 -0.5208 -0.5447  -0.071

Molar mass (g mol⁻¹): 56.07
Structure (SMILES): C=NN=C
HOMO (eV): -9.83
LUMO level (eV): 0.827



D | Entry from the OMol25 dataset: 2 unconnected molecules or ions with the total composition C2H4N2 (ωB97M-V with the def2-TZVPD basis set).

Last column: Löwdin charge in e.
Positions of all 8 atoms, in Å:
1 C 1.3062 0.5703 -0.8212  -0.101
2 C 0.0268 0.8003 -0.1508  -0.159
3 N 0.3566 0.2231 1.0540  -0.020
4 N 1.1748 -0.3487 0.1766  0.020
5 H 1.5730 0.2609 -1.9004  0.102
6 H -1.6661 -1.1880 0.8470  0.009
7 H -0.9463 0.6552 -0.6916  0.122
8 H -1.8250 -0.9730 1.4863  0.026

Molar mass (g mol⁻¹): 56.07
HOMO (eV): -8.75
LUMO level (eV): -0.106



Which structure is the most stable? The one labeled C.



A | Entry from the OMol25 dataset: a molecular structure, C4H10Se (ωB97M-V with the def2-TZVPD basis set).

Last column: Löwdin charge in e.
Positions of all 15 atoms, in Å:
1 C -0.1807 -1.1105 -0.9707  -0.166
2 C -0.6851 1.5818 -0.6228  -0.005
3 C -0.1586 -0.3435 1.3920  -0.176
4 C 0.1847 -0.0178 0.0142  -0.766
5 Se 2.2062 0.3131 -0.1313  0.741
6 H -0.2440 -0.5324 -1.9767  0.105
7 H 0.6709 -1.7091 -1.0195  0.019
8 H -1.1004 -1.6601 -0.8114  0.080
9 H -0.0310 1.8063 -1.5250  0.062
10 H -1.6171 1.1267 -0.7878  0.022
11 H -0.5932 2.3010 0.1302  0.017
12 H -1.1050 0.1181 1.6276  0.086
13 H -0.2447 -1.4176 1.4100  0.084
14 H 0.5472 -0.0189 2.0956  0.033
15 H 2.3509 -0.4369 1.1755  -0.136

Molar mass (g mol⁻¹): 137.08
HOMO (eV): -8.59
LUMO level (eV): 0.788



B | Entry from the OMol25 dataset: 2 unconnected molecules or ions with the total composition C4H10Se (ωB97M-V with the def2-TZVPD basis set).

Last column: Löwdin charge in e.
Positions of all 15 atoms, in Å:
1 C 0.2439 1.1616 0.8449  -0.065
2 C 0.7389 -0.9719 -0.3533  -0.072
3 C 2.2016 0.9851 -0.6636  0.024
4 C 1.0711 0.4839 -0.2076  -0.448
5 Se -4.0120 -0.7217 0.1178  0.442
6 H -0.7589 0.7437 0.9271  0.062
7 H 0.8492 1.1171 1.7363  0.086
8 H 0.1161 2.1721 0.4239  0.089
9 H 0.8863 -1.3526 0.7133  0.119
10 H -0.3026 -0.9821 -0.3584  -0.001
11 H 1.0414 -1.6195 -1.1795  0.088
12 H 2.6564 0.2955 -1.3581  0.057
13 H 2.4361 2.0045 -0.7445  0.046
14 H -4.5817 -2.0784 0.3716  -0.228
15 H -2.5859 -1.2373 -0.2700  -0.200

Molar mass (g mol⁻¹): 137.08
Structure (SMILES): C=C(C)C.[SeH2]
HOMO (eV): -9.27
LUMO level (eV): 0.579



Which structure is the most stable? The one labeled B.